(1)
12
Properties=species:S:1:pos:R:3:mulliken_charge:R:1 method="wB97M-V/def2-TZVPD" e_above_lowest_kcal_mol=4.1 e_lumo_ha=0.03566 e_homo_ha=-0.341 energy_ha=-625.61544 orbital_gap_ev=10.26
C -0.58507 -0.32143 -1.32917 -0.7261
C -0.39676 0.27316 -0.16718 0.3818
C 0.19108 -0.35791 1.04897 -0.9731
S -0.88758 1.99875 0.04246 -0.2734
H -1.01955 0.19002 -2.17149 0.2987
H -0.30817 -1.35025 -1.47641 0.2614
H 1.16422 0.08368 1.26548 0.2569
H -0.45064 -0.17851 1.91059 0.3005
H 0.31095 -1.42857 0.90463 0.3307
H 0.27057 2.50584 -0.37523 0.1418
N -2.95661 4.75180 -1.00663 -0.0153
N -1.88988 4.80892 -1.26180 0.0160

***

(2)
60
Properties=species:S:1:pos:R:3:mulliken_charge:R:1 method="wB97M-V/def2-TZVPD" e_above_lowest_kcal_mol=0.7 charge=-1 e_lumo_ha=0.08438 e_homo_ha=-0.083 energy_ha=-2543.89660 orbital_gap_ev=4.55
Au -0.31025 0.71612 -1.45932 0.1389
C -0.91323 4.39975 0.89409 -0.4601
O -1.69045 3.38842 1.57628 -0.4389
C -1.48569 2.24143 0.90232 0.6679
N -0.71979 2.27790 -0.11253 -0.4657
C -0.18448 3.63787 -0.23828 -0.1049
C 1.32267 3.70383 -0.12987 0.1957
C 2.09112 2.60829 0.23843 -0.2079
C 3.47165 2.73038 0.33124 -0.7645
C 4.09029 3.94227 0.06978 -0.4075
C 3.32387 5.04207 -0.29455 -0.5903
C 1.94805 4.91892 -0.39752 -0.4554
C -2.21970 1.03540 1.34490 0.3523
C -3.54771 1.09947 1.73934 -0.7927
C -4.21499 -0.10043 1.93715 -0.4379
C -3.54087 -1.28998 1.72874 -0.5496
C -2.19068 -1.23611 1.39082 0.3273
N -1.53972 -0.09626 1.21931 -0.1097
C -1.40973 -2.46894 1.12948 0.1563
N -0.17272 -2.61147 1.32850 -0.6830
C 0.14958 -3.98576 0.91365 0.3342
C -1.11004 -4.42083 0.14080 -0.3508
O -2.12718 -3.50220 0.61593 -0.4306
C 1.40157 -4.09808 0.08260 -0.0548
C 2.08499 -5.31236 0.07317 -0.5691
C 3.17663 -5.50052 -0.75978 -0.4677
C 3.60307 -4.46348 -1.57986 -0.7501
C 2.93728 -3.24739 -1.55761 -0.3641
C 1.83133 -3.06309 -0.73641 -0.1834
H -0.22328 4.83652 1.61353 0.3643
H -1.60068 5.16172 0.52928 0.3189
H -0.47708 4.01678 -1.21911 0.4558
H 1.62031 1.64932 0.41220 0.5762
H 4.06203 1.86071 0.58829 0.3961
H 5.16764 4.02815 0.13285 0.3757
H 3.79949 5.98973 -0.51444 0.3554
H 1.35374 5.77340 -0.70648 0.3681
H -4.04225 2.05455 1.85000 0.4243
H -5.25936 -0.10438 2.22094 0.4156
H -4.03459 -2.24750 1.81527 0.4820
H 0.27883 -4.58464 1.82278 0.5936
H -1.43891 -5.43579 0.35196 0.2473
H -0.99040 -4.26317 -0.93242 0.1927
H 1.75275 -6.11717 0.72255 0.3405
H 3.69248 -6.45364 -0.77061 0.3641
H 4.44303 -4.60471 -2.24902 0.3864
H 3.25053 -2.44611 -2.21329 0.6167
H 1.27974 -2.12984 -0.76784 0.3690
Cl -0.51732 -3.50298 -3.78007 -0.2756
C 0.88630 -2.47795 -4.04390 0.5087
C 1.89144 -2.98602 -4.82114 -0.5218
C 3.05796 -2.25116 -5.05697 -0.4771
C 3.14349 -0.99333 -4.46983 -0.6981
C 2.12985 -0.49052 -3.68178 0.6523
Cl 2.44711 1.08727 -2.96574 -0.2031
C 0.88175 -1.18118 -3.36862 -0.4001
N -0.12172 -0.84668 -2.61873 -0.7511
H 1.77004 -3.97735 -5.24163 0.3610
H 3.85463 -2.64017 -5.67615 0.3168
H 4.02701 -0.38266 -4.61727 0.3110

***

(3)
13
Properties=species:S:1:pos:R:3:mulliken_charge:R:1 method="wB97M-V/def2-TZVPD" e_above_lowest_kcal_mol=49.0 e_lumo_ha=0.02314 e_homo_ha=-0.343 energy_ha=-323.70293 orbital_gap_ev=9.95
N -1.47743 -0.78023 -0.58625 -0.4515
C -0.72400 0.20264 -1.29699 0.4313
O -0.93619 0.52640 -2.43971 -0.5361
C -0.01409 0.95862 -0.19922 -0.5609
C 1.16418 0.32426 0.51804 -0.3120
O 0.77236 -0.95935 0.98458 -0.5303
H -0.92689 -1.50494 -0.14154 0.2062
H -2.37028 -1.03585 -0.95970 0.1900
H -0.96114 0.63910 0.39268 0.3486
H 0.26315 1.98595 -0.50503 0.3012
H 2.05502 0.23845 -0.12089 0.3420
H 1.42719 0.97980 1.36353 0.2635
H 1.54648 -1.38193 1.36943 0.3078

***

(4)
29
Properties=species:S:1:pos:R:3:mulliken_charge:R:1 method="wB97M-V/def2-TZVPD" e_above_lowest_kcal_mol=43.9 e_lumo_ha="-0.02765 / -0.02805" e_homo_ha="-0.323 / -0.321" energy_ha=-1230.15266 orbital_gap_ev="8.03 / 7.97"
C 3.84985 0.30448 0.06191 -0.4611
C 3.11798 0.08293 1.21681 -0.5605
C 3.21351 0.74652 -1.08672 -0.5961
C 1.75201 0.29546 1.22094 -0.5045
C 1.84599 0.95298 -1.08954 -0.2981
C 1.10456 0.71227 0.06120 0.4031
C -2.94699 2.22099 2.86652 -0.4039
C -0.84221 -1.79826 0.59241 -1.8310
C -2.81712 -0.69568 -0.48139 -1.7759
C -0.73159 -1.11607 -1.81861 -1.6532
C -1.29123 -0.76835 -0.44380 1.5381
P -0.71092 0.92510 0.19876 0.3144
Cl -1.09776 2.08758 -1.38571 -0.2990
H 4.91820 0.14269 0.05446 0.3729
H 3.61274 -0.25305 2.11640 0.3881
H 3.78281 0.92912 -1.98634 0.3855
H 1.17703 0.13940 2.12306 0.4207
H 1.35615 1.30161 -1.98753 0.3787
H -3.47605 2.63645 1.99283 0.1869
H -2.23377 2.99788 3.18544 0.1943
H 0.24381 -1.88612 0.60876 0.4300
H -1.18306 -1.51254 1.58590 0.4213
H -1.25912 -2.77577 0.35287 0.4458
H -3.24102 -1.65956 -0.76011 0.4284
H -3.14984 0.04564 -1.20685 0.4145
H -3.20585 -0.41830 0.49834 0.4242
H -1.03220 -0.38056 -2.56369 0.3849
H 0.35702 -1.16846 -1.79730 0.3993
H -1.11294 -2.08841 -2.12901 0.4522

***

(5)
73
Properties=species:S:1:pos:R:3:mulliken_charge:R:1 method="wB97M-V/def2-TZVPD" e_above_lowest_kcal_mol=60.7 charge=+3 e_lumo_ha="-0.37303 / -0.39719" e_homo_ha="-0.604 / -0.595" energy_ha=-2410.33116 orbital_gap_ev="6.29 / 5.39"
La 1.46018 -1.82198 -0.21971 0.8625
P 2.77732 0.67440 0.31120 1.0721
P -1.00604 -0.76646 1.16892 0.9382
P -1.40062 2.16300 -3.16801 0.9272
H 1.96672 -2.86966 -2.25108 0.5162
C 1.39829 -1.92830 -2.61896 -1.6264
C 1.80239 -0.57242 -2.07443 -0.3569
H 0.90714 0.07814 -1.94774 -0.0231
C 4.32263 0.01309 1.03650 -1.3187
C 2.13405 1.72387 1.64742 -1.3047
C 3.33771 1.88015 -0.92816 -1.1028
C -2.61240 -1.56466 0.78245 -1.1955
C -0.93314 -1.09884 2.97030 -1.2579
C -1.53186 0.98781 1.22711 -1.2171
C -1.69050 3.35103 -4.49464 -1.1548
C -0.43222 2.95945 -1.86250 -0.8649
C -3.00340 1.65267 -2.51556 -0.9691
H 1.61972 -1.92887 -3.70483 0.7420
H 2.54876 -0.05497 -2.69387 0.3746
H 4.92980 -0.51038 0.28383 0.3473
H 4.10326 -0.68921 1.85506 0.3206
H 4.90524 0.84988 1.44276 0.4968
H 1.59225 1.10245 2.37501 0.2997
H 1.44173 2.47462 1.24485 0.3088
H 2.96337 2.22910 2.15721 0.5306
H 3.68446 1.34820 -1.82291 0.3844
H 4.16508 2.49187 -0.54898 0.4667
H 2.50857 2.53855 -1.22432 0.1341
H -3.41214 -1.17840 1.43091 0.5084
H -2.52837 -2.64852 0.92996 0.3359
H -2.88432 -1.38428 -0.26387 0.1788
H -1.66592 -0.47169 3.49516 0.5343
H 0.07050 -0.87718 3.35182 0.3236
H -1.14232 -2.15422 3.17611 0.3253
H -2.38042 1.08768 1.91639 0.5559
H -1.84071 1.33237 0.23439 -0.0678
H -0.71485 1.62814 1.58043 0.3124
H -2.72580 3.72074 -4.46520 0.4033
H -1.51950 2.82495 -5.44597 0.3933
H -0.99354 4.19871 -4.42779 0.4189
H -1.00085 3.74507 -1.33459 0.5114
H 0.46517 3.41075 -2.31280 0.5087
H -0.09500 2.21322 -1.12493 -0.2124
H -3.67327 2.52282 -2.45430 0.4874
H -2.91710 1.18590 -1.52487 0.0706
H -3.43900 0.90783 -3.19505 0.3860
C -0.96221 -1.54212 -3.60323 -0.6157
C -2.31062 -1.84547 -3.55795 -0.1619
C -2.77784 -2.83902 -2.68691 -0.9744
C -1.88103 -3.69236 -1.99816 -0.5838
C -0.51941 -3.47459 -2.04476 -0.6987
C -0.11776 -2.10178 -2.43361 2.6015
S -0.33982 -0.36558 -4.68974 -0.0807
H -0.68616 0.75042 -3.94072 -0.2222
H -2.99077 -1.30078 -4.22131 0.7109
H -3.85132 -3.01312 -2.59852 0.5074
H -2.26379 -4.53211 -1.40057 0.4760
H 0.25043 -4.15738 -1.63041 0.6836
H -0.51646 -1.43381 -1.58783 -1.2737
N 3.42257 -3.68710 -0.06773 -0.4042
C 2.64265 -4.04604 1.08298 -0.3801
C 1.42879 -4.71455 0.85404 -0.3400
C 0.44458 -4.68370 1.85621 -0.4000
C 0.72264 -4.06002 3.07862 -0.8464
C 1.93755 -3.40437 3.29215 -0.6425
C 2.91504 -3.37985 2.28934 -0.3043
H 4.37918 -3.38362 0.11274 0.2496
H 3.42593 -4.36572 -0.83217 0.2864
H 1.25524 -5.24473 -0.09111 0.7401
H -0.52759 -5.15202 1.68173 0.5521
H -0.02621 -4.08525 3.87563 0.6304
H 2.13111 -2.91693 4.24917 0.5251
H 3.86977 -2.87102 2.44016 0.6617

***

(6)
63
Properties=species:S:1:pos:R:3:mulliken_charge:R:1 method="wB97M-V/def2-TZVPD" e_above_lowest_kcal_mol=14.9 charge=-2 e_lumo_ha=0.11619 e_homo_ha=-0.059 energy_ha=-4011.62094 orbital_gap_ev=4.75
K -1.52649 -1.06852 -0.36420 0.9941
S -3.55236 0.59281 -2.01249 -0.5683
C -2.94068 1.25108 -3.48442 0.2089
C -3.77970 2.08240 -4.27081 -0.5856
C -3.38039 2.62615 -5.47206 -0.4063
C -2.10693 2.37193 -5.97893 -0.5961
C -1.26015 1.56557 -5.24154 -0.4658
C -1.64788 1.02171 -4.01648 0.0374
S -0.43002 0.04743 -3.15762 -0.1736
C 0.49768 1.41944 -2.38845 -0.7555
C 1.44131 0.95249 -1.31467 0.1697
C 2.80708 1.17830 -1.42836 -0.5471
C 3.63238 0.81645 -0.37730 -0.6885
C 3.07010 0.25974 0.75269 -0.4653
C 1.69099 0.08101 0.79523 0.5836
C 1.03509 -0.42338 2.04799 -0.8398
S 0.41153 0.95625 3.06130 -0.2210
C 1.97761 1.54171 3.67816 -0.0181
C 2.55212 0.80756 4.71574 -0.3277
C 3.79478 1.12691 5.23430 -0.6060
C 4.46695 2.22469 4.69871 -0.3608
C 3.90171 2.97300 3.68852 -0.6373
C 2.62901 2.68056 3.12388 0.0928
S 2.00182 3.66721 1.86619 -0.4667
N 0.89969 0.39210 -0.23495 0.1327
H -4.77188 2.27939 -3.88594 0.3619
H -4.06803 3.25635 -6.02606 0.3115
H -1.78604 2.78925 -6.92522 0.3441
H -0.26599 1.34087 -5.61054 0.3757
H -0.23546 2.09974 -1.95469 0.3792
H 1.05021 1.94256 -3.16794 0.4025
H 3.20547 1.64661 -2.31844 0.3360
H 4.69845 0.99624 -0.42786 0.3947
H 3.67133 0.01164 1.61723 0.4406
H 1.75999 -0.98500 2.63841 0.4818
H 0.22523 -1.10904 1.79679 0.1459
H 2.00032 -0.03885 5.10812 0.4396
H 4.22752 0.54045 6.03528 0.3643
H 5.44390 2.50006 5.08399 0.3289
H 4.42984 3.82643 3.28232 0.3744
I 5.34985 -7.18591 1.21048 -0.0013
C 3.52730 -6.23389 0.74805 0.0820
C 2.48067 -6.99005 0.24472 -0.5062
C 1.28442 -6.35538 -0.05782 -0.3538
C 1.13190 -4.98986 0.14597 -0.2761
C 2.19575 -4.25410 0.65247 -0.0526
C 3.40274 -4.87022 0.95451 -0.5809
C -0.18773 -4.30421 -0.18563 0.3192
O -1.04380 -5.01210 -0.76684 -0.9518
O -0.29939 -3.11324 0.16030 -0.3632
H 2.59790 -8.05374 0.08772 0.3561
H 0.44678 -6.90786 -0.46067 0.4240
H 2.06308 -3.19083 0.80132 0.5101
H 4.23101 -4.29401 1.34304 0.4015
N -3.74203 -4.24864 -0.70402 -0.7691
N -3.92951 -3.15570 0.10698 1.1644
N -4.73006 -2.16977 -0.21863 -0.7619
C -4.59685 -1.37878 0.84200 -0.1624
N -3.76215 -1.88442 1.75453 -0.4082
N -3.34099 -3.03714 1.26428 -0.3189
H -3.96710 -3.94091 -1.64427 0.3156
H -2.72847 -4.51402 -0.67203 0.5095
H -5.08868 -0.42833 0.92896 0.4533